Record 1
The following is a DFT calculation (the ωB97M-V functional and the def2-TZVPD basis) of a cluster of 5 separate species, C5H20N2O5 in total in a non-equilibrium geometry.

```
32
Properties=species:S:1:pos:R:3:forces:R:3
H -2.005400 -2.562350 0.883226 -0.4 0.0 0.8
H 1.287649 0.709628 -1.894613 1.3 -0.5 1.0
H -2.178895 1.074937 -2.071551 -0.5 0.0 0.0
H -0.771521 1.742746 -1.426959 0.8 0.3 0.6
C 0.835048 -0.752284 -0.333550 0.1 -0.9 1.6
H 0.297781 2.953379 2.201543 0.0 -0.1 -0.8
H 0.928906 -0.701024 1.866598 -0.2 -0.6 0.3
O -1.395287 -2.091943 1.458582 1.1 0.3 -0.4
H 3.293676 -1.290372 0.916556 0.2 -0.1 -0.3
O -0.947981 2.601337 -1.019705 -0.7 0.2 -0.5
H -0.642218 1.454869 2.161828 0.1 0.2 0.9
C 1.308621 -0.175796 1.010806 2.9 2.5 -0.8
H -2.636553 -0.097150 -1.181048 0.1 0.6 -0.1
O -2.095327 0.124922 -1.942542 0.2 -0.3 -0.3
H -4.010751 -0.703664 0.288537 -0.5 -0.4 0.5
N 0.905437 -0.992525 -2.786560 1.8 -1.2 0.3
H -0.178987 2.881220 -0.518521 0.3 -0.5 0.0
C 0.375246 1.861218 2.249868 -0.8 -0.4 -0.2
H 1.014978 -1.860269 -0.184010 -0.9 0.8 -0.5
H 2.609180 -0.585932 -1.548360 0.4 0.3 -0.4
H 0.855177 1.781619 3.229283 -0.1 -0.9 0.2
H -3.184127 -1.526973 -0.594030 -0.5 -1.0 0.2
C 1.560914 -0.350565 -1.617837 -2.9 1.3 -0.7
H 1.127574 -1.998030 -2.758578 -0.6 0.5 -0.2
H -0.223427 -0.430671 -0.299843 0.4 -0.9 -0.7
H 1.952169 1.764530 1.036322 0.1 -0.4 -0.2
N 1.073161 1.263340 1.125548 0.1 1.3 -0.4
C 2.900050 -0.260054 0.979056 -1.3 -0.9 1.0
O -3.915042 -1.639023 0.043182 0.7 1.0 -0.7
O 3.636686 0.679772 1.074456 0.1 0.0 -0.2
H -1.692913 -2.024825 2.365092 -0.6 -0.4 -0.1
H -0.083823 -0.850068 -2.712774 -0.5 -0.2 0.0
```
Forces are in eV/Å.

Its HOMO energy is -0.3176 hartree. The calculation puts the energy relative to the best compared isomer or geometry (same formula, charge and spin) at 3.267 eV. Its largest force on an atom is 0.0759 Eh/bohr. The HOMO-LUMO gap is 0.3238 hartree. Its LUMO energy is 0.006 Ha. The structure (SMILES) is CN[C@H](C=O)CCN.O.O.O.O.


Record 2
The following is a DFT calculation (the ωB97M-V functional and the def2-TZVPD basis) of a cluster of 2 separate species, H3O4PS in total in a non-equilibrium geometry.

```
9
Properties=species:S:1:pos:R:3:forces:R:3
O 1.323477 -0.958462 -0.123124 -2.1 0.5 0.4
H 0.666162 -0.671046 0.586555 1.3 -0.6 -0.6
O -0.127461 0.884775 -0.774346 -0.5 1.8 0.0
O -0.692964 -1.376147 -1.696933 1.3 0.1 2.0
O -0.471078 0.617182 2.872952 -0.2 -0.7 -1.6
H -0.956395 -1.139242 -2.559522 -1.0 0.1 -1.8
H -0.107402 1.865105 -1.007697 0.4 -2.4 0.0
S -0.261194 1.174773 4.195722 0.3 0.7 1.6
P 0.626855 -0.396938 -1.493607 0.6 0.6 0.1
```
Forces are in eV/Å.

Its HOMO energy (alpha / beta) is -0.3449 / -0.3443 hartree. The calculation puts the energy relative to the best compared isomer or geometry (same formula, charge and spin) at 1.979 eV. Its largest force on an atom is 0.0478 Eh/bohr. The HOMO-LUMO gap (alpha / beta) is 0.2863 / 0.2856 hartree. Its LUMO energy (alpha / beta) is -0.059 / -0.059 Ha. The structure (SMILES) is OP(O)O.O=S.


Among the records above, which one has the lowest energy relative to the best compared isomer or geometry (same formula, charge and spin)? H3O4PS


Please write out number 2 again, unchanged.
The following is a DFT calculation (the ωB97M-V functional and the def2-TZVPD basis) of a cluster of 2 separate species, H3O4PS in total in a non-equilibrium geometry.

```
9
Properties=species:S:1:pos:R:3:forces:R:3
O 1.323477 -0.958462 -0.123124 -2.1 0.5 0.4
H 0.666162 -0.671046 0.586555 1.3 -0.6 -0.6
O -0.127461 0.884775 -0.774346 -0.5 1.8 0.0
O -0.692964 -1.376147 -1.696933 1.3 0.1 2.0
O -0.471078 0.617182 2.872952 -0.2 -0.7 -1.6
H -0.956395 -1.139242 -2.559522 -1.0 0.1 -1.8
H -0.107402 1.865105 -1.007697 0.4 -2.4 0.0
S -0.261194 1.174773 4.195722 0.3 0.7 1.6
P 0.626855 -0.396938 -1.493607 0.6 0.6 0.1
```
Forces are in eV/Å.

Its HOMO energy (alpha / beta) is -0.3449 / -0.3443 hartree. The calculation puts the energy relative to the best compared isomer or geometry (same formula, charge and spin) at 1.979 eV. Its largest force on an atom is 0.0478 Eh/bohr. The HOMO-LUMO gap (alpha / beta) is 0.2863 / 0.2856 hartree. Its LUMO energy (alpha / beta) is -0.059 / -0.059 Ha. The structure (SMILES) is OP(O)O.O=S.


Please write out number 2 again, unchanged.
The following is a DFT calculation (the ωB97M-V functional and the def2-TZVPD basis) of a cluster of 2 separate species, H3O4PS in total in a non-equilibrium geometry.

```
9
Properties=species:S:1:pos:R:3:forces:R:3
O 1.323477 -0.958462 -0.123124 -2.1 0.5 0.4
H 0.666162 -0.671046 0.586555 1.3 -0.6 -0.6
O -0.127461 0.884775 -0.774346 -0.5 1.8 0.0
O -0.692964 -1.376147 -1.696933 1.3 0.1 2.0
O -0.471078 0.617182 2.872952 -0.2 -0.7 -1.6
H -0.956395 -1.139242 -2.559522 -1.0 0.1 -1.8
H -0.107402 1.865105 -1.007697 0.4 -2.4 0.0
S -0.261194 1.174773 4.195722 0.3 0.7 1.6
P 0.626855 -0.396938 -1.493607 0.6 0.6 0.1
```
Forces are in eV/Å.

Its HOMO energy (alpha / beta) is -0.3449 / -0.3443 hartree. The calculation puts the energy relative to the best compared isomer or geometry (same formula, charge and spin) at 1.979 eV. Its largest force on an atom is 0.0478 Eh/bohr. The HOMO-LUMO gap (alpha / beta) is 0.2863 / 0.2856 hartree. Its LUMO energy (alpha / beta) is -0.059 / -0.059 Ha. The structure (SMILES) is OP(O)O.O=S.


What is the energy relative to the best compared isomer or geometry (same formula, charge and spin) in the first record? 3.267 eV